Entry 1:
The following is a DFT calculation (ωB97M-V/def2-TZVPD) of C15H40AsF6O15S5 as an isolated structure.

Positions of all 82 atoms, in Å:
As: 1.0827 0.4740 0.9725
F: 0.5318 -1.1089 0.4784
F: 1.8401 0.7309 -0.5943
F: 1.6674 2.0084 1.5646
F: 0.3128 0.2498 2.5301
F: 2.5587 -0.2854 1.5407
F: -0.4083 1.1811 0.3931
O: -2.9613 6.3143 -1.1215
S: -2.5698 4.9851 -1.4901
O: -3.2550 4.2761 -2.5433
O: -0.9988 4.9531 -1.8319
C: -0.4416 3.6814 -2.1963
C: -0.1288 3.5647 -3.6722
C: -2.5418 4.0358 0.0607
H: -1.1793 2.9282 -1.9091
H: 0.4177 3.4793 -1.5567
H: 0.4292 4.4601 -3.9646
H: -1.0884 3.5389 -4.1914
H: 0.4931 2.7520 -4.0407
H: -2.5512 2.9535 -0.0007
H: -3.3307 4.4271 0.7048
H: -1.6515 4.4001 0.5759
O: -6.0576 1.7311 -2.8901
S: -6.2950 1.5168 -1.4987
O: -7.3847 0.6798 -1.0340
O: -4.8742 1.0405 -0.8279
C: -4.4910 -0.3228 -1.0508
C: -3.3559 -0.7197 -0.1119
C: -6.4073 3.1684 -0.7305
H: -4.1646 -0.4408 -2.0913
H: -5.3805 -0.9486 -0.9275
H: -2.9704 -1.6184 -0.5923
H: -3.8525 -0.8937 0.8427
H: -2.5690 0.0201 0.0088
H: -7.0808 3.7101 -1.3863
H: -5.4022 3.5773 -0.8017
H: -6.7480 3.0440 0.2911
O: -2.0199 -7.4126 2.5793
S: -2.1159 -6.9760 1.2162
O: -3.1800 -7.5384 0.4195
O: -2.3632 -5.3689 1.1531
C: -1.4239 -4.5365 1.8403
C: -2.1489 -3.2139 2.1308
C: -0.5490 -7.1221 0.3527
H: -0.5924 -4.3555 1.1581
H: -1.1171 -4.9514 2.7991
H: -2.9380 -3.0280 1.3996
H: -1.5697 -2.2934 2.1671
H: -2.7395 -3.3112 3.0449
H: -0.8390 -7.5195 -0.6211
H: 0.0601 -7.9072 0.7935
H: -0.0533 -6.1662 0.2353
O: 3.1058 -2.0869 -3.9956
S: 2.1102 -2.7844 -3.2067
O: 1.4020 -3.9156 -3.7654
O: 2.7714 -3.3188 -1.8314
C: 3.0715 -2.4253 -0.7313
C: 4.4882 -1.8917 -0.8612
C: 0.8784 -1.5955 -2.7175
H: 2.8066 -2.9467 0.1845
H: 2.4283 -1.5514 -0.8232
H: 4.5833 -1.5496 -1.8927
H: 5.2227 -2.6948 -0.7769
H: 4.6017 -1.0808 -0.1459
H: 1.4135 -0.7002 -2.3982
H: 0.3208 -1.9229 -1.8451
H: 0.3789 -1.4153 -3.6643
O: 6.1305 2.2062 0.7116
S: 6.3760 1.8242 2.0727
O: 7.7245 1.7428 2.5499
O: 5.6394 2.8955 3.0356
C: 4.2357 3.0970 2.8507
C: 3.8643 4.4663 3.4135
C: 5.5962 0.2447 2.4894
H: 3.7046 2.3076 3.3873
H: 3.8919 3.0349 1.8173
H: 2.9517 4.8236 2.9379
H: 4.6484 5.2072 3.2774
H: 3.6514 4.3456 4.4767
H: 4.5671 0.1710 2.1441
H: 5.5945 0.2332 3.5806
H: 6.2372 -0.5630 2.1508

Summary:
Net charge: -1
Orbital gap in eV: 10.93
Energy above the lowest of the compared OMol25 structures with the same formula, charge and spin in eV: 1.542
HOMO level in eV: -8.8


Entry 2:
The following is a DFT calculation (ωB97M-V/def2-TZVPD) of CF2N as an isolated structure.

Positions of all 4 atoms, in Å:
C: 0.8351 0.2487 -0.1472
N: -0.9555 -0.5291 -0.1422
F: 1.9757 0.0263 0.1445
F: -1.8553 0.2542 0.1449

Summary:
Net charge: +1
Orbital gap (spin up / spin down) in eV: 8.06 / 9.09
Energy above the lowest of the compared OMol25 structures with the same formula, charge and spin in eV: 3.796
HOMO level (spin up / spin down) in eV: -16.9 / -17.9


- Number 1 is which compound?
  C15H40AsF6O15S5


- Among the records above, which one has the highest net charge?
  CF2N


- Look up the energy above the lowest of the compared OMol25 structures with the same formula, charge and spin of the first one.
  1.542 eV